# CHNOS2

A cluster of 2 separate species, CHNOS2 in total in a non-equilibrium geometry (ωB97M-V/def2-TZVPD, the Open Molecules 2025 dataset).

- Strongest force on any atom: 2.3 eV/Å
- SMILES: O=C=S.N=S
- Total charge: 0
- E_HOMO (spin up / spin down): -8.6848 / -8.6866 eV
- Kohn-Sham gap (spin up / spin down): 7.416 / 7.432 eV

Each atom is followed by the atoms it is bonded to, with distances in Å.
Positions of all 6 atoms, in Å:
1 O 0.49462 -1.02883 -0.10084  C5 1.158
2 S 3.09530 -0.41859 -0.35220  C5 1.535
3 H -2.38073 -0.05355 0.23082  N4 0.996
4 N -1.88738 0.67075 0.70473  H3 0.996, S6 1.575
5 C 1.58389 -0.68121 -0.28648  O1 1.158, S2 1.535
6 S -0.90570 1.51143 -0.19604  N4 1.575